(1)
{
  "formula": "C25H31Br2ClGeNO2Re",
  "method": "ωB97M-V/def2-TZVPD",
  "symbols": ["Re", "Br", "C", "C", "C", "Br", "C", "C", "C", "C", "N", "C", "C", "O", "H", "H", "H", "H", "C", "Ge", "C", "C", "C", "H", "H", "H", "H", "H", "H", "H", "H", "H", "H", "C", "C", "C", "C", "C", "C", "C", "C", "C", "C", "C", "C", "O", "H", "H", "H", "H", "H", "H", "H", "H", "H", "H", "H", "H", "H", "H", "H", "H", "H", "Cl"],
  "coordinates": [[0.364, 0.128, -0.772], [1.895, -4.908, -0.810], [2.951, -3.373, -0.528], [4.312, -3.510, -0.222], [5.104, -2.411, -0.037], [6.956, -2.662, 0.322], [4.560, -1.108, -0.110], [5.275, 0.099, 0.039], [4.613, 1.288, -0.053], [3.227, 1.307, -0.263], [2.525, 0.211, -0.395], [3.175, -0.995, -0.364], [2.339, -2.125, -0.654], [1.131, -1.911, -1.006], [4.740, -4.501, -0.144], [6.341, 0.070, 0.213], [5.140, 2.227, 0.053], [2.673, 2.234, -0.314], [0.813, 2.923, -3.666], [-0.069, 3.343, -1.968], [-1.967, 3.760, -2.178], [0.764, 5.055, -1.434], [0.319, 2.030, -0.581], [0.413, 3.538, -4.482], [0.682, 1.869, -3.917], [1.884, 3.137, -3.563], [-2.067, 4.739, -2.662], [-2.436, 3.802, -1.191], [-2.478, 3.000, -2.776], [0.516, 5.826, -2.176], [1.857, 4.962, -1.392], [0.407, 5.395, -0.453], [0.717, 2.522, 0.320], [-3.886, -2.002, -1.478], [-3.139, -2.861, -0.450], [-1.840, -3.423, -1.033], [-3.021, -2.133, 0.889], [-4.042, -2.393, 1.803], [-4.085, -1.822, 3.065], [-3.048, -0.977, 3.423], [-2.004, -0.673, 2.553], [-0.970, 0.313, 3.086], [-1.218, 1.712, 2.513], [0.492, -0.120, 2.941], [-1.984, -1.223, 1.235], [-0.981, -0.992, 0.388], [-4.147, -2.596, -2.364], [-3.269, -1.162, -1.797], [-4.811, -1.606, -1.045], [-3.778, -3.723, -0.243], [-1.146, -2.639, -1.322], [-2.068, -4.030, -1.920], [-1.331, -4.062, -0.304], [-4.829, -3.083, 1.506], [-4.896, -2.043, 3.754], [-3.037, -0.537, 4.418], [-1.152, 0.375, 4.162], [-1.049, 1.720, 1.441], [-0.556, 2.458, 2.978], [-2.256, 2.011, 2.692], [0.807, -0.142, 1.901], [0.642, -1.124, 3.349], [1.146, 0.576, 3.480], [-1.219, 0.239, -2.461]],
  "nbo_charge": [1.219, 0.063, -0.188, -0.209, -0.138, 0.015, -0.128, -0.109, -0.272, 0.093, -0.494, 0.183, 0.329, -0.688, 0.235, 0.227, 0.222, 0.232, -1.092, 1.591, -1.082, -1.096, -1.002, 0.216, 0.247, 0.213, 0.211, 0.229, 0.244, 0.215, 0.211, 0.219, 0.172, -0.606, -0.221, -0.600, -0.060, -0.202, -0.272, -0.206, -0.076, -0.224, -0.606, -0.587, 0.350, -0.772, 0.189, 0.235, 0.195, 0.180, 0.242, 0.186, 0.203, 0.192, 0.196, 0.190, 0.186, 0.235, 0.187, 0.203, 0.199, 0.210, 0.191, -0.425],
  "homo_energy_ev": [-4.018, -3.746],
  "spin_multiplicity": 2,
  "total_charge": -1,
  "homo_lumo_gap_ev": [5.53, 5.31]
}

(2)
{
  "formula": "C25H31BrCl2CrN6O3",
  "method": "ωB97M-V/def2-TZVPD",
  "symbols": ["Cr", "N", "C", "N", "C", "N", "N", "C", "N", "C", "C", "C", "C", "C", "N", "H", "H", "H", "H", "H", "H", "H", "H", "C", "C", "C", "C", "C", "C", "C", "Br", "C", "O", "C", "C", "C", "C", "C", "C", "H", "H", "H", "H", "H", "H", "H", "H", "H", "H", "H", "H", "H", "H", "H", "H", "H", "H", "H", "H", "C", "H", "H", "Cl", "C", "Cl", "C", "O", "O", "H"],
  "coordinates": [[1.253, -1.454, 1.765], [1.617, 1.418, -0.111], [0.722, 1.640, 0.840], [-0.008, 2.763, 0.792], [-0.816, 2.945, 1.825], [-1.590, 4.059, 1.822], [-0.916, 2.146, 2.906], [-0.194, 1.048, 2.814], [0.609, 0.712, 1.821], [-0.256, 0.053, 3.911], [-0.921, 0.294, 5.101], [-0.928, -0.693, 6.070], [-0.269, -1.885, 5.823], [0.374, -2.045, 4.609], [0.377, -1.100, 3.671], [1.686, 2.077, -0.864], [2.265, 0.641, 0.004], [-1.670, 4.560, 0.956], [-2.345, 4.094, 2.482], [-1.419, 1.243, 5.238], [-1.443, -0.533, 7.008], [-0.249, -2.683, 6.553], [0.912, -2.951, 4.364], [-3.191, 1.566, -4.017], [-2.552, 2.143, -2.745], [-3.618, 2.925, -1.976], [-1.438, 3.124, -3.136], [-1.963, 1.008, -1.911], [-2.470, 0.633, -0.680], [-1.838, -0.367, 0.038], [-2.630, -0.917, 1.682], [-0.665, -1.018, -0.385], [0.002, -1.816, 0.423], [-0.251, -0.760, -1.720], [-0.894, 0.260, -2.407], [0.830, -1.558, -2.481], [1.448, -2.737, -1.723], [0.168, -2.138, -3.748], [1.987, -0.644, -2.919], [-3.606, 2.366, -4.637], [-3.995, 0.873, -3.760], [-2.456, 1.019, -4.610], [-3.963, 3.767, -2.581], [-3.218, 3.319, -1.039], [-4.487, 2.304, -1.745], [-1.852, 3.961, -3.707], [-0.675, 2.645, -3.752], [-0.948, 3.520, -2.243], [-3.340, 1.109, -0.249], [-0.536, 0.489, -3.405], [0.688, -3.422, -1.346], [2.077, -2.420, -0.895], [2.118, -3.280, -2.393], [-0.665, -2.792, -3.477], [0.902, -2.731, -4.297], [-0.212, -1.365, -4.420], [2.531, -0.269, -2.053], [1.641, 0.203, -3.518], [2.701, -1.222, -3.508], [2.160, -3.203, 1.944], [1.886, -4.000, 2.634], [2.778, -3.565, 1.118], [4.720, -3.601, -0.960], [5.027, -1.571, 1.778], [5.886, -2.651, 2.815], [3.710, -1.467, 1.825], [2.903, -0.752, 1.078], [2.915, -2.196, 2.725], [5.596, -1.122, 0.982]],
  "nbo_charge": [1.062, -0.754, 0.645, -0.579, 0.605, -0.782, -0.576, 0.468, -0.582, 0.188, -0.210, -0.148, -0.247, 0.099, -0.428, 0.409, 0.456, 0.401, 0.400, 0.246, 0.218, 0.226, 0.225, -0.595, -0.091, -0.602, -0.600, 0.036, -0.282, -0.133, 0.015, 0.271, -0.719, 0.049, -0.257, -0.096, -0.599, -0.592, -0.594, 0.196, 0.210, 0.211, 0.203, 0.204, 0.208, 0.196, 0.209, 0.215, 0.217, 0.201, 0.202, 0.244, 0.232, 0.206, 0.211, 0.187, 0.210, 0.180, 0.226, -0.323, 0.157, 0.245, -0.980, -0.350, -0.031, 0.556, -0.726, -0.512, 0.240],
  "homo_energy_ev": [-3.791, -3.795],
  "spin_multiplicity": 2,
  "total_charge": -1,
  "homo_lumo_gap_ev": [5.20, 5.12]
}

(3)
{
  "formula": "C25H31ClO13P2PdS2Se",
  "method": "ωB97M-V/def2-TZVPD",
  "symbols": ["Pd", "O", "S", "C", "C", "C", "C", "S", "O", "C", "C", "C", "C", "C", "C", "C", "C", "C", "C", "C", "C", "H", "H", "H", "H", "H", "H", "H", "H", "H", "H", "H", "H", "H", "H", "H", "H", "H", "H", "C", "C", "O", "P", "O", "O", "O", "P", "O", "O", "O", "H", "H", "H", "H", "H", "H", "H", "O", "Se", "O", "O", "O", "Cl", "C", "C", "C", "C", "C", "C", "C", "H", "H", "H", "H", "H", "H"],
  "coordinates": [[-1.616, 0.106, -0.261], [-0.770, -0.895, -2.120], [-0.214, -2.248, -2.397], [-0.379, -3.207, -0.797], [0.906, -3.699, -0.136], [0.906, -3.597, 1.400], [1.659, -2.378, 1.919], [0.602, -0.850, 1.793], [0.478, -0.661, 0.313], [1.901, 0.302, 2.245], [2.207, 1.312, 1.351], [3.166, 2.251, 1.688], [3.809, 2.172, 2.912], [3.482, 1.169, 3.811], [2.516, 0.233, 3.484], [1.584, -1.933, -2.478], [2.454, -2.869, -3.017], [3.798, -2.556, -3.136], [4.265, -1.314, -2.729], [3.385, -0.376, -2.215], [2.040, -0.682, -2.103], [-1.032, -4.040, -1.067], [-0.951, -2.519, -0.160], [1.760, -3.126, -0.501], [1.065, -4.739, -0.424], [1.387, -4.487, 1.809], [-0.117, -3.570, 1.779], [2.590, -2.217, 1.379], [1.860, -2.481, 2.983], [1.682, 1.350, 0.409], [3.409, 3.040, 0.995], [4.564, 2.900, 3.168], [3.986, 1.110, 4.765], [2.239, -0.534, 4.191], [2.084, -3.830, -3.339], [4.483, -3.277, -3.556], [5.314, -1.077, -2.817], [3.738, 0.598, -1.910], [1.332, 0.036, -1.721], [-4.327, 0.631, 3.960], [-3.499, 1.210, 2.838], [-3.261, 2.594, 3.028], [-4.362, 1.133, 1.222], [-5.549, 2.191, 1.324], [-5.075, -0.230, 1.069], [-3.451, 1.518, 0.096], [-1.869, 0.358, 2.695], [-2.318, -1.056, 1.960], [-1.215, 0.056, 3.978], [-1.091, 1.126, 1.647], [-5.135, 1.316, 4.208], [-3.689, 0.476, 4.829], [-4.755, -0.317, 3.640], [-2.377, 2.793, 2.687], [-5.238, 3.096, 1.310], [-5.324, -0.384, 0.080], [-2.797, -1.641, 2.553], [-3.535, -0.653, -3.332], [-3.787, -0.307, -1.774], [-3.110, -1.485, -0.849], [-1.799, 1.480, -2.719], [-5.382, -0.379, -1.448], [2.246, 4.107, -1.121], [1.448, 3.062, -2.237], [2.108, 2.688, -3.382], [1.472, 1.870, -4.308], [0.159, 1.460, -4.103], [-0.523, 1.844, -2.969], [0.113, 2.644, -1.950], [-0.573, 2.937, -0.788], [3.115, 3.032, -3.566], [2.003, 1.553, -5.189], [-0.333, 0.820, -4.821], [-2.123, 0.827, -3.369], [-1.638, 2.731, -0.724], [-0.104, 3.481, 0.015]],
  "mulliken_charge": [2.610, 0.088, -0.214, 0.098, -0.321, -1.197, -0.839, 0.559, 0.043, 0.339, 0.419, -0.713, -0.719, -0.769, -0.839, -0.260, -0.216, -0.651, -0.760, -0.988, 1.143, 0.723, -0.493, 0.008, 0.545, 0.432, 0.440, 0.494, 0.664, 0.129, 0.317, 0.411, 0.414, 0.424, 0.473, 0.415, 0.417, 0.530, -0.188, -1.846, 1.113, -0.629, 0.508, -0.562, -0.502, -0.823, 0.646, -0.790, -0.831, -0.744, 0.440, 0.352, 0.397, 0.388, 0.358, 0.449, 0.309, -0.749, 1.139, -0.678, -0.510, -0.723, -0.236, 1.227, -0.805, -0.535, -0.431, 0.033, 0.482, -1.941, 0.447, 0.409, 0.449, 0.499, 0.434, 0.289],
  "homo_energy_ev": [-7.286, -8.940],
  "spin_multiplicity": 5,
  "total_charge": 0,
  "homo_lumo_gap_ev": [7.57, 6.68]
}

Energy in a.u., matching the order above: -8939.9427 -6064.5179 -6417.9305
ΔE to the lowest compared entry with this formula, charge and spin in kJ/mol, matching the order above: 120.20 0.00 107.51